Record 1
A molecular structure, C28H26Br4N11O2S2Tl at a distorted geometry. Source: the OMol25 dataset; level of theory: ωB97M-V/def2-TZVPD.

The LUMO energy comes out at 3.6 eV. The net charge is -2. The total energy comes out at -13100.37116 a.u. The largest force on an atom is 1.668 eV Å⁻¹. The frontier orbital gap comes out at 0.217 hartree.

```
74
C28H26Br4N11O2S2Tl ωB97M-V/def2-TZVPD
Tl -0.89 -0.30 -0.10
Br -2.24 -6.57 -3.74
C -2.40 -5.08 -2.59
C -3.49 -4.95 -1.76
Br -4.83 -6.29 -1.71
C -3.59 -3.83 -0.94
Br -5.12 -3.58 0.16
C -2.63 -2.83 -0.89
O -2.74 -1.80 -0.14
C -1.44 -2.99 -1.72
O -0.49 -2.14 -1.65
C -1.41 -4.10 -2.56
Br 0.07 -4.22 -3.76
S -2.72 0.44 1.86
C -3.06 1.74 0.78
C -4.36 1.95 0.35
C -4.70 3.04 -0.44
C -6.03 3.24 -0.83
N -7.12 3.40 -1.15
C -3.68 3.95 -0.83
C -2.36 3.69 -0.49
C -2.03 2.60 0.31
S -0.38 2.31 0.71
C -4.01 5.14 -1.50
N -4.26 6.15 -1.98
H -5.13 1.25 0.67
H -1.58 4.36 -0.82
C 0.31 0.07 3.64
N 1.22 1.16 3.87
C 0.70 2.32 4.54
C 1.82 3.34 4.32
N 2.41 2.90 3.07
C 3.74 3.40 2.80
C 2.07 1.55 2.85
N 2.45 0.71 1.99
C 3.18 0.94 0.79
C 2.29 0.59 -0.43
N 1.63 -0.67 -0.20
C 2.04 -1.77 -0.73
N 1.85 -2.97 -0.14
C 1.06 -3.19 1.03
C 2.35 -4.06 -0.94
C 3.20 -3.33 -1.98
N 2.82 -1.93 -1.86
C 2.46 -1.20 -3.07
H 0.21 -0.53 4.55
H 0.71 -0.54 2.84
H -0.68 0.44 3.35
H 0.52 2.11 5.60
H -0.25 2.66 4.08
H 2.55 3.30 5.14
H 1.45 4.36 4.22
H 3.96 4.21 3.50
H 3.81 3.80 1.79
H 4.50 2.62 2.92
H 4.05 0.26 0.79
H 3.54 1.97 0.65
H 2.91 0.61 -1.33
H 1.53 1.37 -0.50
H 1.03 -2.25 1.58
H 1.53 -3.97 1.64
H 0.04 -3.49 0.78
H 1.53 -4.63 -1.41
H 2.94 -4.75 -0.33
H 3.02 -3.69 -3.00
H 4.27 -3.42 -1.76
H 2.21 -1.91 -3.86
H 3.29 -0.57 -3.40
H 1.58 -0.59 -2.89
N -1.43 0.77 -2.02
C -1.25 1.50 -2.92
N -1.18 2.40 -3.78
C -0.82 2.60 -4.99
N -0.52 2.93 -6.06
```

Atom charges from the Löwdin analysis, given in e for atoms 1 to 8: Tl 0.82; Br 0.63; C -0.79; C -0.78; Br 0.63; C -0.64; Br 0.71; C -0.45



Record 2
A molecular structure, C28H26BrCsN7OS. Source: the OMol25 dataset; level of theory: ωB97M-V/def2-TZVPD.

The LUMO energy comes out at -2.4 eV. The net charge is +1. The total energy comes out at -4533.38232 a.u. The largest force on an atom is 0.659 eV Å⁻¹. The frontier orbital gap comes out at 0.272 hartree.

```
65
C28H26BrCsN7OS ωB97M-V/def2-TZVPD
Cs -0.03 0.14 0.21
C 5.03 -10.29 -8.80
O 5.75 -9.19 -8.26
C 5.10 -8.37 -7.41
C 5.84 -7.30 -6.91
C 5.26 -6.40 -6.04
C 3.93 -6.54 -5.65
C 3.20 -7.61 -6.16
C 3.77 -8.52 -7.03
C 3.34 -5.56 -4.74
N 3.96 -4.49 -4.27
C 3.04 -3.85 -3.49
C 1.85 -4.53 -3.47
N 2.05 -5.62 -4.28
C 0.70 -4.08 -2.75
C -0.53 -4.76 -2.71
C -1.56 -4.23 -1.99
C -1.35 -3.02 -1.32
N -0.21 -2.36 -1.34
C 0.82 -2.87 -2.04
C 2.09 -2.14 -2.04
N 2.16 -0.98 -1.35
C 3.30 -0.32 -1.34
C 4.45 -0.74 -2.02
C 4.40 -1.91 -2.74
C 3.20 -2.63 -2.76
H 5.73 -10.81 -9.45
H 4.18 -9.95 -9.39
H 4.69 -10.97 -8.02
H 6.87 -7.20 -7.21
H 5.83 -5.57 -5.65
H 2.16 -7.75 -5.89
H 3.17 -9.34 -7.41
H 1.39 -6.35 -4.50
H -0.65 -5.69 -3.24
H -2.52 -4.72 -1.93
H -2.16 -2.57 -0.74
H 3.33 0.60 -0.76
H 5.36 -0.15 -1.97
H 5.25 -2.29 -3.29
Br 0.05 0.04 7.77
C 0.02 0.04 5.89
C 1.09 -0.46 5.18
C 1.02 -0.44 3.80
N -0.03 0.04 3.12
C -1.05 0.52 3.83
C -1.08 0.55 5.21
H 1.96 -0.86 5.69
H 1.84 -0.83 3.21
H -1.89 0.91 3.27
H -1.93 0.95 5.74
C 0.84 3.35 -3.06
N -0.21 2.49 -3.58
C -1.26 2.07 -2.86
S -1.49 2.51 -1.26
N -2.11 1.25 -3.52
C -3.38 0.81 -2.97
H 1.47 3.67 -3.90
H 1.46 2.83 -2.33
H 0.41 4.23 -2.59
H -0.08 2.11 -4.51
H -2.02 1.21 -4.52
H -3.24 0.38 -1.99
H -3.79 0.05 -3.64
H -4.09 1.63 -2.88
```

Atom charges from the Löwdin analysis, given in e for atoms 1 to 8: Cs 1.04; C -0.07; O -0.07; C -0.28; C 0.02; C -0.01; C -0.16; C -0.03



Copy entry 1 word for word.
A molecular structure, C28H26Br4N11O2S2Tl at a distorted geometry. Source: the OMol25 dataset; level of theory: ωB97M-V/def2-TZVPD.

The LUMO energy comes out at 3.6 eV. The net charge is -2. The total energy comes out at -13100.37116 a.u. The largest force on an atom is 1.668 eV Å⁻¹. The frontier orbital gap comes out at 0.217 hartree.

```
74
C28H26Br4N11O2S2Tl ωB97M-V/def2-TZVPD
Tl -0.89 -0.30 -0.10
Br -2.24 -6.57 -3.74
C -2.40 -5.08 -2.59
C -3.49 -4.95 -1.76
Br -4.83 -6.29 -1.71
C -3.59 -3.83 -0.94
Br -5.12 -3.58 0.16
C -2.63 -2.83 -0.89
O -2.74 -1.80 -0.14
C -1.44 -2.99 -1.72
O -0.49 -2.14 -1.65
C -1.41 -4.10 -2.56
Br 0.07 -4.22 -3.76
S -2.72 0.44 1.86
C -3.06 1.74 0.78
C -4.36 1.95 0.35
C -4.70 3.04 -0.44
C -6.03 3.24 -0.83
N -7.12 3.40 -1.15
C -3.68 3.95 -0.83
C -2.36 3.69 -0.49
C -2.03 2.60 0.31
S -0.38 2.31 0.71
C -4.01 5.14 -1.50
N -4.26 6.15 -1.98
H -5.13 1.25 0.67
H -1.58 4.36 -0.82
C 0.31 0.07 3.64
N 1.22 1.16 3.87
C 0.70 2.32 4.54
C 1.82 3.34 4.32
N 2.41 2.90 3.07
C 3.74 3.40 2.80
C 2.07 1.55 2.85
N 2.45 0.71 1.99
C 3.18 0.94 0.79
C 2.29 0.59 -0.43
N 1.63 -0.67 -0.20
C 2.04 -1.77 -0.73
N 1.85 -2.97 -0.14
C 1.06 -3.19 1.03
C 2.35 -4.06 -0.94
C 3.20 -3.33 -1.98
N 2.82 -1.93 -1.86
C 2.46 -1.20 -3.07
H 0.21 -0.53 4.55
H 0.71 -0.54 2.84
H -0.68 0.44 3.35
H 0.52 2.11 5.60
H -0.25 2.66 4.08
H 2.55 3.30 5.14
H 1.45 4.36 4.22
H 3.96 4.21 3.50
H 3.81 3.80 1.79
H 4.50 2.62 2.92
H 4.05 0.26 0.79
H 3.54 1.97 0.65
H 2.91 0.61 -1.33
H 1.53 1.37 -0.50
H 1.03 -2.25 1.58
H 1.53 -3.97 1.64
H 0.04 -3.49 0.78
H 1.53 -4.63 -1.41
H 2.94 -4.75 -0.33
H 3.02 -3.69 -3.00
H 4.27 -3.42 -1.76
H 2.21 -1.91 -3.86
H 3.29 -0.57 -3.40
H 1.58 -0.59 -2.89
N -1.43 0.77 -2.02
C -1.25 1.50 -2.92
N -1.18 2.40 -3.78
C -0.82 2.60 -4.99
N -0.52 2.93 -6.06
```

Atom charges from the Löwdin analysis, given in e for atoms 1 to 8: Tl 0.82; Br 0.63; C -0.79; C -0.78; Br 0.63; C -0.64; Br 0.71; C -0.45